# C4H7NO

C4H7NO as an isolated structure (ωB97M-V/def2-TZVPD, OMol25).

LUMO level in eV: 0.7510
E in Ha: -286.4548
Molar mass in u: 85.1
Energy relative to the best compared isomer or geometry (same formula, charge and spin) in kJ/mol: 464.3
HOMO-LUMO gap in eV: 9.41

Geometry as ORCA input:
```
! RIJCOSX wB97M-V def2-TZVPD def2/J DEFGRID3
* xyz 0 1
C -1.807 -0.426 0.379
C -0.307 -0.587 0.452
C 0.532 0.435 -0.662
N 0.474 0.378 0.925
C 1.989 0.668 -0.124
O 2.870 -0.134 -0.336
H -2.230 -0.839 1.303
H -2.245 -0.973 -0.462
H -2.072 0.633 0.328
H 0.058 -1.625 0.348
H 0.698 -0.424 -1.323
H -0.100 1.210 -1.095
H 2.139 1.684 0.268
*
```

# C4H7NO

One molecule with the formula C4H7NO (ωB97M-V/def2-TZVPD, OMol25).

LUMO level in eV: 0.8541
E in Ha: -286.5657
Molar mass in u: 85.1
Energy relative to the best compared isomer or geometry (same formula, charge and spin) in kJ/mol: 173.1
SMILES: COCCC#N
HOMO-LUMO gap in eV: 11.09

Geometry as ORCA input:
```
! RIJCOSX wB97M-V def2-TZVPD def2/J DEFGRID3
* xyz 0 1
C 2.045 0.411 -0.240
O 1.159 -0.263 0.640
C -0.169 0.172 0.572
C -1.237 -0.947 0.553
C -2.450 -0.190 0.227
N -3.250 0.599 -0.050
H 1.564 1.279 -0.716
H 2.917 0.764 0.320
H 2.391 -0.279 -1.019
H -0.405 0.823 1.426
H -0.324 0.741 -0.353
H -1.374 -1.454 1.515
H -1.058 -1.703 -0.219
*
```

# C4H7NO

A 2-piece molecular cluster, C4H7NO overall (ωB97M-V/def2-TZVPD, OMol25).

LUMO level in eV: 1.0359
E in Ha: -286.4700
Molar mass in u: 85.1
Energy relative to the best compared isomer or geometry (same formula, charge and spin) in kJ/mol: 424.4
HOMO-LUMO gap in eV: 9.34

Geometry as ORCA input:
```
! RIJCOSX wB97M-V def2-TZVPD def2/J DEFGRID3
* xyz 0 1
C 1.553 0.664 0.089
C 0.486 0.235 -0.902
C -0.574 -1.330 0.278
N -1.520 -0.452 0.625
C -1.998 0.618 0.440
O -0.412 1.037 -1.213
H 2.302 1.265 -0.442
H 1.092 1.308 0.846
H 2.063 -0.175 0.572
H 0.755 -0.585 -1.590
H -0.901 -2.048 -0.470
H 0.036 -1.720 1.088
H -2.881 1.186 0.679
*
```

# C4H7NO

One molecule with the formula C4H7NO (ωB97M-V/def2-TZVPD, OMol25).

LUMO level in eV: 0.9676
E in Ha: -286.4972
Molar mass in u: 85.1
Energy relative to the best compared isomer or geometry (same formula, charge and spin) in kJ/mol: 353.1
HOMO-LUMO gap in eV: 10.08

Geometry as ORCA input:
```
! RIJCOSX wB97M-V def2-TZVPD def2/J DEFGRID3
* xyz 0 1
C -0.105 1.523 -1.639
C -0.529 0.406 -0.759
N -1.261 -0.469 -0.348
C -0.607 -1.095 1.085
C 0.862 -0.866 0.972
O 1.101 0.355 0.459
H 0.051 2.392 -0.993
H -0.796 1.782 -2.450
H 0.869 1.244 -2.049
H -1.067 -0.381 1.772
H -0.854 -2.142 1.331
H 1.413 -1.721 0.526
H 0.921 -1.028 2.094
*
```